[1]
Formula: CH3Cl2N3O
Source: OMol25
Level of theory: ωB97M-V/def2-TZVPD

```
! RIJCOSX wB97M-V def2-TZVPD def2/J DEFGRID3
* xyz 0 3
Cl -0.944 -2.085 0.860
Cl 1.613 2.367 1.660
O 1.492 0.266 -0.768
N 0.548 1.129 1.176
N -0.854 -0.621 -1.344
N -0.822 -0.357 -0.072
C 0.623 0.342 0.083
H 0.102 -0.769 -1.744
H -1.430 -1.394 -1.538
H -0.327 1.123 1.688
*
```

For the energy above the lowest of the compared OMol25 structures with the same formula, charge and spin, the calculation gives 3.2 kcal per mole. Its calculated total energy is -1199.60853 Eh. As for the expectation value of S²: 2.007. For the strongest force on any atom, the calculation gives 0.1291 Eh/bohr.


[2]
Formula: CH3Cl2OP
Source: OMol25
Level of theory: ωB97M-V/def2-TZVPD

```
! RIJCOSX wB97M-V def2-TZVPD def2/J DEFGRID3
* xyz 0 1
Cl 2.062 1.406 0.317
Cl 1.411 -1.640 0.272
P 0.500 0.095 -0.023
O 0.325 0.058 -1.615
C -1.081 -0.039 0.590
H -1.110 -0.469 1.520
H -1.619 1.017 0.790
H -0.488 -0.427 -1.852
*
```

For the energy above the lowest of the compared OMol25 structures with the same formula, charge and spin, the calculation gives 49.6 kcal per mole. Its calculated total energy is -1376.88309 Eh. Its SMILES is C=P(O)(Cl)Cl. For the strongest force on any atom, the calculation gives 0.0812 Eh/bohr.


[3]
Formula: CH3Cl2OPS
Source: OMol25
Level of theory: ωB97M-V/def2-TZVPD

```
! RIJCOSX wB97M-V def2-TZVPD def2/J DEFGRID3
* xyz 0 1
Cl -1.256 -1.510 0.870
Cl 1.842 0.924 -1.978
S -1.612 -0.064 -2.479
P -0.317 0.307 -1.103
O -0.642 1.522 -0.146
C 0.247 -0.922 0.142
H 0.857 -0.428 0.898
H 0.783 -1.746 -0.321
H -1.199 2.201 -0.543
*
```

For the energy above the lowest of the compared OMol25 structures with the same formula, charge and spin, the calculation gives 24.0 kcal per mole. Its calculated total energy is -1775.12499 Eh. Its SMILES is O[P@@](=S)(Cl)CCl. For the strongest force on any atom, the calculation gives 0.0532 Eh/bohr.


[4]
Formula: CH3Cl2P
Source: OMol25
Level of theory: ωB97M-V/def2-TZVPD

```
! RIJCOSX wB97M-V def2-TZVPD def2/J DEFGRID3
* xyz 0 1
Cl 2.594 0.846 1.678
Cl 2.943 -1.022 -0.799
P 1.688 -0.812 0.944
C 0.219 -0.161 0.155
H 0.308 0.497 -0.760
H -0.535 0.395 0.705
H -0.401 -1.058 -0.293
*
```

For the energy above the lowest of the compared OMol25 structures with the same formula, charge and spin, the calculation gives 4.5 kcal per mole. Its calculated total energy is -1301.67358 Eh. Its SMILES is CP(Cl)Cl. For the strongest force on any atom, the calculation gives 0.0789 Eh/bohr.


[5]
Formula: CH3Cl2P
Source: OMol25
Level of theory: ωB97M-V/def2-TZVPD

```
! RIJCOSX wB97M-V def2-TZVPD def2/J DEFGRID3
* xyz 0 1
Cl 0.409 2.099 2.324
Cl 1.325 -1.777 -3.732
P -0.835 -0.194 0.838
C -0.476 0.689 2.270
H -0.234 0.644 -0.137
H -0.922 0.322 3.216
H 0.732 -1.784 -4.779
*
```

For the energy above the lowest of the compared OMol25 structures with the same formula, charge and spin, the calculation gives 63.9 kcal per mole. Its calculated total energy is -1301.57888 Eh. Its SMILES is [H]/P=C\Cl.Cl. For the strongest force on any atom, the calculation gives 0.0589 Eh/bohr.


[6]
Formula: CH3Cl2P
Source: OMol25
Level of theory: ωB97M-V/def2-TZVPD

```
! RIJCOSX wB97M-V def2-TZVPD def2/J DEFGRID3
* xyz 0 1
Cl 1.378 -1.849 0.391
Cl 1.979 1.632 0.247
P 0.760 -0.542 -0.882
C -0.840 0.069 -0.085
H -1.786 -0.549 -0.102
H -0.478 0.120 1.010
H -1.014 1.119 -0.578
*
```

For the energy above the lowest of the compared OMol25 structures with the same formula, charge and spin, the calculation gives 39.0 kcal per mole. Its calculated total energy is -1301.61849 Eh. For the strongest force on any atom, the calculation gives 0.0704 Eh/bohr.


[7]
Formula: CH3Cl2PS2
Source: OMol25
Level of theory: ωB97M-V/def2-TZVPD

```
! RIJCOSX wB97M-V def2-TZVPD def2/J DEFGRID3
* xyz 0 1
Cl -0.661 0.984 -2.334
Cl -0.373 3.213 -0.192
S 1.226 0.484 0.410
S -2.212 0.408 0.483
P -0.632 1.258 -0.296
C 0.726 -1.290 0.467
H -0.244 -1.464 -0.201
H 0.600 -1.679 1.521
H 1.570 -1.914 0.141
*
```

For the energy above the lowest of the compared OMol25 structures with the same formula, charge and spin, the calculation gives 0.0 kcal per mole. Its calculated total energy is -2098.08050 Eh. Its SMILES is CSP(=S)(Cl)Cl. For the strongest force on any atom, the calculation gives 0.0540 Eh/bohr.


[8]
Formula: CH3Cl3NP
Source: OMol25
Level of theory: ωB97M-V/def2-TZVPD

```
! RIJCOSX wB97M-V def2-TZVPD def2/J DEFGRID3
* xyz 0 1
Cl -2.543 -1.658 -0.242
Cl -1.879 1.243 -1.309
Cl -1.396 0.883 1.637
P -1.205 -0.249 -0.018
N 0.362 -0.892 -0.407
C 1.386 0.010 0.008
H 1.638 -0.111 1.009
H 1.190 1.006 -0.094
H 2.446 -0.234 -0.584
*
```

For the energy above the lowest of the compared OMol25 structures with the same formula, charge and spin, the calculation gives 16.8 kcal per mole. Its calculated total energy is -1816.58852 Eh. Its SMILES is CN=P(Cl)(Cl)Cl. For the strongest force on any atom, the calculation gives 0.1184 Eh/bohr.


[9]
Formula: CH3Cl3Si
Source: OMol25
Level of theory: ωB97M-V/def2-TZVPD

```
! RIJCOSX wB97M-V def2-TZVPD def2/J DEFGRID3
* xyz 0 1
Cl 1.982 -2.323 -0.300
Cl 2.711 0.779 -1.295
Cl 2.454 0.045 1.845
Si 1.704 -0.305 -0.002
C -2.059 0.378 -0.090
H -2.429 -0.409 0.493
H -2.201 1.270 0.412
H -2.161 0.565 -1.064
*
```

For the energy above the lowest of the compared OMol25 structures with the same formula, charge and spin, the calculation gives 106.7 kcal per mole. Its calculated total energy is -1709.97786 Eh. For the strongest force on any atom, the calculation gives 0.0760 Eh/bohr.


[10]
Formula: CH3ClN2O2
Source: OMol25
Level of theory: ωB97M-V/def2-TZVPD

```
! RIJCOSX wB97M-V def2-TZVPD def2/J DEFGRID3
* xyz 0 1
Cl 0.404 -1.614 3.884
O 1.380 -0.370 1.140
O -1.178 2.038 -2.174
N -0.421 0.282 -1.212
N -0.421 1.481 -1.201
C 0.711 -0.488 0.097
H 0.477 -1.577 -0.380
H 0.857 -1.328 2.576
H -1.810 1.578 -2.729
*
```

For the energy above the lowest of the compared OMol25 structures with the same formula, charge and spin, the calculation gives 68.0 kcal per mole. Its calculated total energy is -759.90307 Eh. For the strongest force on any atom, the calculation gives 0.1193 Eh/bohr.


[11]
Formula: CH3ClN2O2
Source: OMol25
Level of theory: ωB97M-V/def2-TZVPD

```
! RIJCOSX wB97M-V def2-TZVPD def2/J DEFGRID3
* xyz 0 3
Cl -2.357 1.231 1.118
O 0.591 0.130 1.567
O -1.061 1.620 -1.066
N 0.709 -0.251 0.392
N -2.181 1.526 -0.719
C 1.297 -1.278 -0.160
H 0.252 0.409 -0.252
H 1.044 -1.228 -1.229
H 1.706 -2.158 0.349
*
```

For the energy above the lowest of the compared OMol25 structures with the same formula, charge and spin, the calculation gives 39.1 kcal per mole. Its calculated total energy is -759.83004 Eh. As for the expectation value of S²: 2.012. For the strongest force on any atom, the calculation gives 0.0297 Eh/bohr.


[12]
Formula: CH3ClO2PS
Source: OMol25
Level of theory: ωB97M-V/def2-TZVPD

```
! RIJCOSX wB97M-V def2-TZVPD def2/J DEFGRID3
* xyz -1 1
Cl 2.170 1.388 0.713
S 0.244 -1.168 0.949
P 2.001 -0.576 -0.202
O -2.034 -0.174 -0.391
O 1.442 -0.301 -1.526
C -0.881 0.171 0.430
H -0.112 0.683 -0.239
H -1.699 -0.837 -1.024
H -1.132 0.814 1.291
*
```

For the energy above the lowest of the compared OMol25 structures with the same formula, charge and spin, the calculation gives 37.7 kcal per mole. Its calculated total energy is -1390.23740 Eh. Its SMILES is [O-]P(Cl)SCO. For the strongest force on any atom, the calculation gives 0.0471 Eh/bohr.


[13]
Formula: CH3ClO2S
Source: OMol25
Level of theory: ωB97M-V/def2-TZVPD

```
! RIJCOSX wB97M-V def2-TZVPD def2/J DEFGRID3
* xyz 0 1
Cl 0.846 -1.686 -2.125
S 0.074 0.558 2.565
O 0.177 -0.895 2.478
O -1.252 1.046 2.237
C 0.123 0.041 -1.379
H 0.969 0.488 -0.949
H -0.316 0.563 -2.232
H -0.621 -0.116 -0.595
*
```

For the energy above the lowest of the compared OMol25 structures with the same formula, charge and spin, the calculation gives 33.7 kcal per mole. Its calculated total energy is -1048.72341 Eh. For the strongest force on any atom, the calculation gives 0.0583 Eh/bohr.


[14]
Formula: CH3F3NS
Source: OMol25
Level of theory: ωB97M-V/def2-TZVPD

```
! RIJCOSX wB97M-V def2-TZVPD def2/J DEFGRID3
* xyz 1 1
S 0.778 0.351 1.399
F 2.117 0.981 1.872
F -0.216 1.249 2.198
F 0.760 -0.961 2.248
N 0.597 0.308 -0.025
C -0.930 -0.442 -1.871
H -0.696 -1.411 -2.392
H -2.012 -0.505 -1.369
H -0.398 0.429 -2.060
*
```

For the energy above the lowest of the compared OMol25 structures with the same formula, charge and spin, the calculation gives 71.7 kcal per mole. Its calculated total energy is -791.93249 Eh. For the strongest force on any atom, the calculation gives 0.0803 Eh/bohr.


[15]
Formula: CH3F3OP
Source: OMol25
Level of theory: ωB97M-V/def2-TZVPD

```
! RIJCOSX wB97M-V def2-TZVPD def2/J DEFGRID3
* xyz 1 1
P 2.099 0.349 -0.659
F 1.445 0.905 0.728
F 0.561 0.327 -1.212
F 2.032 -1.211 -0.171
O -0.972 -1.559 0.058
C -0.926 -0.617 0.608
H -1.747 0.668 -0.107
H -0.347 0.042 1.319
H -2.145 1.096 -0.564
*
```

For the energy above the lowest of the compared OMol25 structures with the same formula, charge and spin, the calculation gives 74.1 kcal per mole. Its calculated total energy is -755.78437 Eh. For the strongest force on any atom, the calculation gives 0.0731 Eh/bohr.


[16]
Formula: CH3F3OP
Source: OMol25
Level of theory: ωB97M-V/def2-TZVPD

```
! RIJCOSX wB97M-V def2-TZVPD def2/J DEFGRID3
* xyz 1 1
P 2.211 0.710 -0.217
F 0.787 1.522 -0.131
F 1.730 -0.436 -1.238
F 1.666 -0.137 1.076
O -0.894 -1.641 -0.373
C -0.980 -0.763 0.259
H -2.222 0.254 -0.028
H -1.707 0.743 -0.561
H -0.591 -0.253 1.212
*
```

For the energy above the lowest of the compared OMol25 structures with the same formula, charge and spin, the calculation gives 79.9 kcal per mole. Its calculated total energy is -755.77508 Eh. For the strongest force on any atom, the calculation gives 0.1281 Eh/bohr.


[17]
Formula: CH3F3P
Source: OMol25
Level of theory: ωB97M-V/def2-TZVPD

```
! RIJCOSX wB97M-V def2-TZVPD def2/J DEFGRID3
* xyz 1 1
P 0.172 0.338 0.628
F 1.661 2.384 -0.692
F 1.316 -0.453 1.276
F -0.424 0.951 1.871
C -0.617 -0.655 -0.611
H -1.339 -0.130 -1.246
H -0.931 -1.467 -0.033
H 0.162 -0.969 -1.193
*
```

For the energy above the lowest of the compared OMol25 structures with the same formula, charge and spin, the calculation gives 130.2 kcal per mole. Its calculated total energy is -680.43691 Eh. For the strongest force on any atom, the calculation gives 0.0624 Eh/bohr.


[18]
Formula: CH3F3Si
Source: OMol25
Level of theory: ωB97M-V/def2-TZVPD

```
! RIJCOSX wB97M-V def2-TZVPD def2/J DEFGRID3
* xyz 0 1
Si 2.857 -1.736 0.844
F -2.337 -0.308 0.047
F -2.765 1.711 -0.541
F -0.838 0.828 -1.019
C -1.813 0.913 -0.132
H 2.224 -1.838 -0.509
H 4.089 -0.884 0.537
H -1.418 1.315 0.773
*
```

For the energy above the lowest of the compared OMol25 structures with the same formula, charge and spin, the calculation gives 199.0 kcal per mole. Its calculated total energy is -628.89553 Eh. For the strongest force on any atom, the calculation gives 0.0288 Eh/bohr.


[19]
Formula: CH3F6N4
Source: OMol25
Level of theory: ωB97M-V/def2-TZVPD

```
! RIJCOSX wB97M-V def2-TZVPD def2/J DEFGRID3
* xyz 1 1
F -1.972 -0.492 0.615
F 2.332 0.255 -0.234
F -1.049 1.970 0.827
F -0.601 -2.166 0.695
F 1.508 -1.702 -0.376
F 0.643 1.396 2.061
N -0.791 -0.799 1.079
N 1.476 -0.557 0.398
N -0.302 0.160 -1.209
N 0.199 1.422 0.766
C 0.146 -0.010 0.266
H -1.288 0.601 -1.197
H 0.087 0.826 -1.969
H -0.389 -0.903 -1.723
*
```

For the energy above the lowest of the compared OMol25 structures with the same formula, charge and spin, the calculation gives 1.7 kcal per mole. Its calculated total energy is -857.36943 Eh. Its SMILES is [NH3+]C(N(F)F)(N(F)F)N(F)F. For the strongest force on any atom, the calculation gives 0.0830 Eh/bohr.


[20]
Formula: CH3FIN
Source: OMol25
Level of theory: ωB97M-V/def2-TZVPD

```
! RIJCOSX wB97M-V def2-TZVPD def2/J DEFGRID3
* xyz 0 1
I -0.837 2.784 0.412
F -0.554 -0.145 2.543
N -0.200 -0.184 -0.327
C 0.139 0.928 0.290
H 0.018 -0.976 0.343
H -0.870 -0.257 -1.131
H 0.906 0.891 1.092
*
```

For the energy above the lowest of the compared OMol25 structures with the same formula, charge and spin, the calculation gives 59.0 kcal per mole. Its calculated total energy is -492.10413 Eh. For the strongest force on any atom, the calculation gives 0.0359 Eh/bohr.